DFT (the ωB97M-V functional and the def2-TZVPD basis) results for 12 unconnected molecules or ions with the total composition C30H87N3O21.

Properties
Strongest force on any atom, hartree/bohr: 0.0516
SMILES: COC[C@H](C)N.COC[C@H](C)N.COC[C@H](C)N.OCCO.OCCO.OCCO.OCCO.OCCO.OCCO.OCCO.OCCO.OCCO
HOMO-LUMO gap, Eh: 0.3393
E_tot, eV: -79982.1927

Element x y z (Å)
C1 12.320926 -20.380900 -4.864371
O1 11.353990 -19.424661 -4.943912
C2 11.948876 -18.140890 -4.884403
C3 10.928381 -17.018915 -4.953422
C4 10.312177 -16.878124 -6.310193
N1 11.602427 -15.767840 -4.599560
H1 12.861480 -20.360061 -3.884889
H2 13.077901 -20.290648 -5.635648
H3 11.872720 -21.376158 -5.038285
H4 12.591164 -18.030710 -4.022701
H5 12.578430 -17.861647 -5.757866
H6 10.088136 -17.260505 -4.317401
H7 9.378479 -16.333810 -6.379342
H8 10.182138 -17.881236 -6.761029
H9 10.981124 -16.354360 -6.979418
H10 11.503235 -15.558179 -3.584785
H11 11.004951 -15.067285 -5.044070
C5 19.916969 -11.570787 -1.208092
O2 19.437724 -12.642449 -0.390011
C6 18.440128 -13.301009 -1.136348
C7 17.637229 -14.281967 -0.198999
C8 18.731905 -15.190442 0.335895
N2 16.500046 -14.899101 -0.959807
H12 19.119555 -10.815182 -1.378191
H13 20.167918 -12.098842 -2.157968
H14 20.704422 -11.148379 -0.594675
H15 17.731848 -12.634671 -1.582475
H16 18.846041 -13.969805 -1.930048
H17 17.263133 -13.608915 0.602343
H18 19.564074 -14.478275 0.584094
H19 19.011982 -15.896723 -0.442291
H20 18.350425 -15.748420 1.194290
H21 16.760311 -15.814194 -1.328772
H22 15.773377 -15.067200 -0.278560
C9 15.910694 -18.492960 -4.425729
O3 16.385562 -18.496076 -3.113281
C10 15.663874 -19.423139 -2.314147
C11 16.360002 -19.547685 -1.010263
C12 15.639228 -20.558713 -0.123058
N3 16.389259 -18.272072 -0.325617
H23 16.134558 -19.445894 -4.923407
H24 16.387744 -17.677434 -4.936176
H25 14.803218 -18.301415 -4.439666
H26 14.705124 -18.926125 -2.191307
H27 15.736467 -20.383493 -2.849609
H28 17.404661 -19.943472 -1.175929
H29 15.222183 -21.420472 -0.666665
H30 14.795839 -20.023988 0.374221
H31 16.345422 -20.918284 0.603730
H32 16.979883 -18.468396 0.475758
H33 16.923257 -17.572304 -0.800558
O4 19.093107 -20.710667 -2.583850
C13 18.721745 -22.017625 -3.118552
C14 18.985725 -23.011736 -2.053410
O5 17.977484 -22.743594 -0.977099
H34 19.168780 -20.042564 -3.283950
H35 17.649626 -22.037842 -3.406993
H36 19.447437 -22.277461 -3.903435
H37 19.967496 -22.898943 -1.569257
H38 18.824470 -24.021009 -2.459652
H39 18.443624 -22.088016 -0.447372
O6 12.034333 -22.801713 4.859902
C15 13.012353 -22.840607 3.817529
C16 12.385260 -22.683831 2.390412
O7 13.378487 -22.356441 1.456435
H40 11.994192 -21.905852 5.226451
H41 13.772209 -22.014227 3.933869
H42 13.584237 -23.789434 3.926291
H43 11.537736 -21.994418 2.437271
H44 11.925063 -23.638986 2.061372
H45 13.615540 -21.455902 1.577549
O8 18.488807 -18.799999 1.732698
C17 19.842608 -18.851322 1.565387
C18 20.297479 -19.687062 0.362084
O9 19.856307 -20.997200 0.346445
H46 18.180523 -19.654124 2.016175
H47 20.168124 -17.838558 1.379050
H48 20.348637 -19.216842 2.478343
H49 21.391817 -19.639553 0.340051
H50 19.849527 -19.213121 -0.519715
H51 20.253227 -21.423680 1.115990
O10 11.977116 -15.133489 -1.486579
C19 11.550979 -16.075368 -0.509636
C20 12.509183 -17.203008 -0.487491
O11 13.772662 -16.770228 -0.101722
H52 12.949668 -15.026070 -1.499571
H53 11.457750 -15.516850 0.424212
H54 10.540299 -16.408486 -0.739819
H55 12.530160 -17.629159 -1.480100
H56 12.092179 -18.015831 0.193830
H57 14.483767 -17.469383 0.007299
O12 20.378954 -18.573871 -4.831562
C21 20.759163 -17.416872 -4.137248
C22 19.431999 -16.753351 -3.710053
O13 18.950110 -17.309754 -2.455173
H58 20.918583 -19.370448 -4.750077
H59 21.405155 -17.696259 -3.297214
H60 21.269814 -16.813300 -4.861113
H61 18.727530 -16.921367 -4.508549
H62 19.550810 -15.685430 -3.564882
H63 18.260301 -17.921747 -2.665504
O14 16.205709 -13.421583 -3.412212
C23 15.963700 -14.261070 -4.515290
C24 14.759948 -15.091304 -4.247535
O15 14.362159 -15.901791 -5.364272
H64 16.231888 -13.959969 -2.581501
H65 15.813078 -13.689976 -5.394444
H66 16.763969 -15.036824 -4.728348
H67 13.885571 -14.481330 -3.979372
H68 14.963377 -15.746362 -3.376971
H69 13.394958 -15.886777 -5.132551
O16 18.421695 -20.346030 -6.171951
C25 18.799349 -20.503793 -7.581761
C26 20.145842 -21.074798 -7.741105
O17 21.126710 -20.192236 -7.223996
H70 18.913107 -19.619492 -5.754659
H71 18.106750 -21.312037 -7.884882
H72 18.701257 -19.570964 -8.140924
H73 20.296583 -21.332473 -8.783342
H74 20.212419 -22.008098 -7.144302
H75 21.981903 -20.414909 -7.627993
O18 15.547919 -24.036143 1.806927
C27 16.333174 -24.684251 0.811929
C28 15.466071 -25.032042 -0.377382
O19 14.887890 -23.949206 -1.005285
H76 15.124411 -23.310801 1.320681
H77 17.253535 -24.121191 0.561316
H78 16.557612 -25.679951 1.261562
H79 14.751987 -25.789961 -0.047314
H80 16.106600 -25.489353 -1.113218
H81 14.039625 -23.734447 -0.551906
O20 14.965225 -18.359667 4.412501
C29 15.670161 -17.508798 3.526264
C30 14.928658 -16.167528 3.495590
O21 14.970322 -15.609794 4.800196
H82 15.652764 -18.949425 4.747947
H83 16.667395 -17.348666 3.911252
H84 15.610932 -17.913689 2.482183
H85 13.853659 -16.321972 3.162037
H86 15.526502 -15.485394 2.871356
H87 14.920681 -16.390308 5.399420

Forces on the atoms, in the same order (eV/Å):
1.090 -2.024 0.472
-0.611 1.814 -0.213
-0.288 0.874 -1.244
-0.612 -0.455 0.682
0.318 -1.011 -1.492
-0.967 0.678 0.750
-0.384 -0.126 -0.444
0.344 0.304 -0.356
0.031 0.439 0.411
0.113 -0.065 0.660
0.202 -1.019 0.139
-0.162 -0.041 0.829
-0.325 0.000 0.470
-0.219 0.458 0.242
0.500 0.175 -0.238
0.358 -0.350 -0.677
0.595 0.258 0.138
-0.612 -0.943 0.281
-0.796 0.375 -0.604
-1.083 -2.090 0.694
0.983 1.453 -0.919
-0.451 0.370 0.550
0.962 0.370 0.852
0.433 -0.384 -0.019
0.549 1.197 0.310
0.497 0.247 -0.657
-0.251 0.756 -0.390
0.217 0.603 0.097
-0.200 -0.679 -0.344
-0.555 -1.253 0.130
0.276 -0.052 -0.094
0.387 -0.060 0.186
0.103 0.337 0.037
-0.411 -0.202 -0.153
-1.177 -0.091 -0.324
0.827 0.226 0.485
1.140 0.449 -0.877
0.854 -1.048 -0.043
-0.922 0.449 -0.206
-0.307 -0.114 1.200
-0.045 0.100 -0.045
0.153 0.312 -0.391
0.905 -0.162 -0.110
-0.819 -0.780 0.082
-0.879 0.043 0.282
-0.956 0.363 -0.168
0.389 0.252 0.088
0.468 -0.351 -0.124
0.085 -0.322 0.600
-0.122 0.456 0.416
0.290 0.181 -0.747
-0.174 -0.436 -0.346
1.091 1.151 -0.198
-1.772 0.203 1.965
1.317 -0.760 -1.147
-0.173 -0.403 0.009
0.758 -0.060 -0.142
-0.662 0.236 -0.514
-0.114 -0.135 -0.603
0.051 0.202 0.394
-0.097 0.297 0.197
0.210 0.308 -0.192
0.565 0.385 -0.193
-0.433 -1.456 1.295
-0.380 -0.740 -0.722
-0.012 -0.383 -0.246
-0.679 -0.630 -0.043
-0.492 0.587 -0.296
0.270 0.416 -0.067
0.450 0.402 0.207
0.398 1.294 0.076
-1.711 0.334 0.262
1.987 -0.674 -0.208
-0.134 1.937 -0.288
-0.291 -1.269 0.859
-0.278 -0.599 0.136
0.272 0.360 0.026
-0.082 0.119 -0.074
0.011 0.102 -0.288
0.400 -0.116 -0.071
-0.111 -0.322 -0.100
0.022 0.447 -0.929
0.291 1.332 0.081
-0.627 -2.210 1.285
1.372 0.107 0.607
-0.675 -0.335 0.416
0.269 -0.389 0.411
0.054 -0.107 -0.409
0.024 -0.269 -0.599
0.506 0.777 -0.529
-0.875 0.614 -0.532
-1.041 -1.686 -0.563
-0.762 -0.182 0.484
0.956 -0.506 1.295
1.111 0.993 -0.671
0.387 0.581 0.092
-0.165 0.493 0.055
0.531 0.797 -0.107
-0.374 -0.029 -0.285
0.100 0.211 0.047
-1.084 -0.780 -0.276
0.390 -0.074 0.073
0.672 -1.577 0.674
-1.019 -0.823 0.265
-0.585 0.650 0.930
-0.081 0.198 -0.392
0.010 0.803 -0.812
-0.145 1.042 0.211
0.350 0.282 0.120
0.028 0.127 -0.076
0.256 -0.476 -1.029
0.356 0.138 -0.864
-1.346 -0.431 1.746
0.870 -1.093 0.953
0.755 0.262 -0.490
0.112 0.014 -0.416
0.075 0.783 -0.423
-0.280 -0.073 0.027
0.209 0.087 -0.374
-0.224 0.178 -0.380
-0.450 0.159 0.283
0.194 0.515 -0.476
0.021 -1.179 0.906
1.082 -0.838 0.346
-1.905 1.370 0.095
-0.187 -0.006 0.585
-0.637 -0.352 0.032
0.447 0.644 -0.269
-0.302 0.086 -0.077
0.321 -0.408 -0.389
0.901 -0.110 -0.462
0.444 -0.574 0.462
-1.396 0.686 -1.558
0.129 -0.397 0.314
-0.165 -0.781 0.660
-0.538 -0.151 0.194
0.482 0.041 -0.338
0.588 0.129 0.750
1.283 0.311 0.045
-0.684 -0.164 -0.223
-0.153 0.870 -0.391